[1]
Density functional theory data (the ωB97M-V functional and the def2-TZVPD basis) for a molecular structure, C16H40O16PbS4 at a distorted geometry.

XYZ file:
```
77
Properties=species:S:1:pos:R:3:forces:R:3:mulliken_charge:R:1
Pb 1.079 0.240 -0.947 2.486 2.721 -2.372 2.27
O -0.278 3.786 -4.838 -0.572 -1.154 -0.170 -0.96
C -1.307 3.042 -4.301 1.687 1.485 -0.033 -0.59
C -1.025 1.601 -3.663 -0.183 0.519 -0.135 -0.27
O 0.039 1.553 -2.810 0.441 -0.934 0.939 -0.40
H -2.130 2.947 -5.044 -0.517 -0.596 -0.032 0.33
H -1.694 3.708 -3.494 -0.717 -0.352 0.776 -0.15
H -0.999 0.895 -4.520 0.548 -0.120 -0.210 0.22
H -1.975 1.295 -3.159 -0.465 0.211 0.131 -0.05
O 2.889 1.839 -1.803 -0.604 -0.905 1.670 -0.63
C 4.168 1.568 -1.342 -0.611 -0.924 -1.589 -0.57
C 4.277 0.555 -0.168 -1.350 0.277 0.259 -0.38
O 3.494 -0.594 -0.296 0.125 0.309 -0.246 -0.68
H 4.689 2.531 -1.186 0.387 -0.059 0.698 0.30
H 4.711 1.082 -2.183 0.417 -0.073 -0.099 0.21
H 3.892 1.167 0.679 0.064 0.145 0.559 -0.12
H 5.325 0.321 0.083 0.338 0.054 -0.197 0.27
O 0.575 3.742 -0.993 -0.701 0.206 1.391 -0.44
S 0.014 3.341 0.256 -0.077 0.567 -0.094 0.92
O -0.240 1.945 0.548 0.150 1.268 0.686 -0.62
O 0.949 3.894 1.503 -0.373 -1.171 0.339 -0.27
C 1.590 5.165 1.346 -0.303 0.188 -1.995 -0.32
C 2.958 4.995 0.750 1.143 -1.043 0.131 -1.08
C -1.515 4.245 0.697 -0.011 -0.965 -0.744 -1.01
H 1.607 5.714 2.286 -0.325 -0.233 0.113 0.34
H 0.984 5.651 0.572 0.076 0.754 0.445 0.30
H 2.940 4.446 -0.195 -0.361 0.164 -0.103 0.23
H 3.563 4.342 1.390 -0.005 0.136 0.162 0.26
H 3.533 5.911 0.603 -0.337 0.236 0.096 0.42
H -1.391 5.292 0.437 -0.023 0.029 0.179 0.31
H -1.829 4.031 1.717 0.639 0.253 0.219 0.29
H -2.316 3.796 0.107 0.266 0.153 -0.498 0.40
O 1.023 -3.966 -3.696 -0.195 0.340 1.750 -0.68
S 1.460 -3.209 -2.531 2.844 1.431 -1.317 0.91
O 1.148 -1.811 -2.386 -1.078 -1.796 -0.222 -0.60
O 1.158 -3.958 -1.121 -0.455 0.221 -1.709 -0.07
C 1.135 -5.398 -1.189 -1.384 0.096 1.364 -0.32
C 0.057 -5.807 -0.180 0.177 -0.787 0.332 -1.18
C 3.274 -3.205 -2.480 -0.729 -1.094 0.260 -0.96
H 2.107 -5.750 -0.848 0.058 -0.134 -0.338 0.30
H 0.801 -5.791 -2.147 0.626 0.327 -0.309 0.40
H 0.053 -5.167 0.700 0.262 -0.030 0.030 0.26
H 0.268 -6.835 0.135 0.001 0.061 0.167 0.42
H -0.965 -5.840 -0.558 0.143 0.312 -0.411 0.25
H 3.713 -2.701 -3.336 -0.420 0.295 -0.017 0.38
H 3.559 -4.260 -2.530 0.165 0.018 0.132 0.37
H 3.560 -2.737 -1.534 0.004 0.306 -0.075 0.21
O 1.178 -1.847 3.907 -0.632 0.244 -0.806 -0.73
S 0.769 -0.890 2.896 0.676 1.431 -0.498 1.14
O 0.523 -1.225 1.512 0.131 -0.292 2.008 -0.26
O -0.614 -0.157 3.359 0.717 -1.506 0.429 -0.15
C -0.758 0.123 4.759 -0.471 2.157 -0.343 -0.40
C -2.240 0.249 5.056 -0.117 -0.745 1.295 -1.25
C 1.895 0.542 3.037 0.092 -0.895 -0.562 -0.71
H -0.291 1.105 4.903 -0.066 0.118 0.045 0.31
H -0.253 -0.483 5.510 -0.033 -0.937 -0.745 0.42
H -2.783 -0.654 4.774 0.090 -0.008 -0.182 0.29
H -2.811 1.112 4.723 0.520 0.129 -0.503 0.29
H -2.283 0.273 6.152 -0.248 0.078 0.025 0.37
H 2.788 0.371 2.429 -0.258 -0.279 -0.415 0.10
H 2.272 0.616 4.055 -0.539 0.105 0.180 0.41
H 1.369 1.411 2.646 -0.005 0.056 0.143 0.20
O -2.392 -2.395 -2.373 -0.063 0.163 1.342 -0.72
S -2.256 -1.724 -1.102 0.128 0.689 0.336 1.00
O -1.256 -0.713 -0.906 -1.839 -1.134 -0.087 -0.37
O -3.659 -1.000 -0.697 0.538 -0.507 0.111 -0.10
C -4.831 -1.815 -0.698 -0.495 -0.383 -1.998 -0.26
C -6.033 -0.895 -0.603 0.645 -0.312 1.429 -1.31
C -2.190 -2.912 0.278 0.446 -1.227 -1.911 -1.10
H -4.791 -2.661 -0.009 0.025 0.390 0.543 0.39
H -4.935 -2.289 -1.682 0.446 -0.043 -0.054 0.31
H -5.778 -0.004 -1.171 -0.432 0.011 -0.142 0.32
H -6.157 -0.643 0.453 -0.210 0.404 -0.119 0.29
H -6.934 -1.416 -0.921 -0.009 0.182 -0.273 0.38
H -1.165 -3.249 0.427 0.262 1.061 0.506 0.15
H -2.542 -3.844 -0.177 -0.854 0.183 0.233 0.41
H -2.768 -2.595 1.135 0.301 0.157 0.103 0.39
```
Forces are in eV/Å.

- Energy above the lowest of the compared OMol25 structures with the same formula, charge and spin: 413.0 kJ/mol
- Net charge: -2
- Molar mass: 823.9 g/mol
- Frontier orbital gap: 0.065 Eh

[2]
Density functional theory data (the ωB97M-V functional and the def2-TZVPD basis) for 4 unconnected molecules or ions with the total composition C16H40O8 at a distorted geometry.

XYZ file:
```
64
Properties=species:S:1:pos:R:3:forces:R:3:mulliken_charge:R:1
C -9.081 4.928 7.109 1.997 0.883 0.863 -0.76
O -9.234 4.163 5.961 0.642 -0.608 -1.429 -0.33
C -7.975 3.851 5.279 -0.768 1.128 -1.493 -0.35
C -8.277 3.337 3.794 0.145 -1.487 1.957 -0.51
O -7.103 2.998 3.031 -0.476 0.595 0.341 -0.30
C -6.429 4.101 2.421 -0.406 0.161 0.580 -0.68
H -8.276 4.542 7.735 -0.277 -0.926 0.612 0.31
H -9.961 5.145 7.715 -0.300 -0.666 -0.532 0.28
H -8.588 5.887 6.951 -0.415 0.675 -0.869 0.32
H -7.346 3.185 5.869 -0.256 -0.377 -0.093 0.33
H -7.374 4.734 5.060 -0.059 0.626 0.771 0.28
H -9.032 3.936 3.284 0.437 0.546 -0.113 0.34
H -8.779 2.395 4.013 0.021 -0.292 -0.592 0.26
H -5.493 3.787 1.959 -0.221 -0.404 0.079 0.24
H -6.174 4.848 3.173 0.063 0.167 0.052 0.29
H -7.053 4.585 1.669 -0.123 -0.028 -0.135 0.29
C 13.580 -2.444 -7.764 0.431 -0.716 0.168 -0.76
O 12.366 -2.469 -7.066 -0.061 -0.011 -0.313 -0.27
C 12.010 -1.260 -6.450 -1.973 -0.604 0.507 -0.45
C 10.803 -1.586 -5.523 0.344 0.056 1.074 -0.55
O 9.495 -1.572 -6.051 1.563 0.236 -1.484 -0.33
C 8.495 -2.066 -5.238 -0.846 0.240 0.332 -0.71
H 14.402 -2.405 -7.049 0.307 0.618 0.018 0.31
H 13.642 -1.681 -8.540 -0.011 0.283 0.127 0.29
H 13.734 -3.412 -8.241 -0.415 -0.043 -0.146 0.26
H 11.717 -0.491 -7.164 -0.030 0.065 -0.319 0.33
H 12.782 -0.824 -5.817 0.382 -0.259 0.089 0.35
H 10.843 -0.888 -4.687 -0.078 0.547 0.129 0.36
H 10.951 -2.541 -5.020 0.444 -0.415 -0.304 0.35
H 8.388 -3.144 -5.118 0.452 -0.451 -0.658 0.29
H 7.615 -1.670 -5.746 -0.426 -0.213 0.638 0.24
H 8.577 -1.740 -4.201 -0.082 0.667 0.141 0.31
C 1.653 0.386 -2.502 0.662 -0.761 -0.563 -0.58
O 1.329 1.657 -2.943 -1.556 2.095 0.911 -0.38
C 0.234 2.259 -2.155 -0.243 -1.920 -1.555 -0.50
C -1.118 1.512 -2.514 -0.119 1.482 0.233 -0.58
O -1.286 0.382 -1.741 2.079 -0.987 1.408 -0.26
C -2.400 -0.380 -1.953 -1.513 -0.054 -0.246 -0.76
H 2.478 0.084 -3.148 0.182 -0.171 0.175 0.25
H 0.849 -0.331 -2.668 -0.108 -0.055 0.325 0.22
H 1.993 0.396 -1.466 -0.105 -0.193 0.217 0.27
H 0.221 3.324 -2.384 -0.165 -0.206 -0.287 0.32
H 0.413 2.147 -1.086 0.105 -0.170 0.103 0.31
H -1.232 1.274 -3.572 0.560 0.045 -0.348 0.35
H -1.988 2.123 -2.275 -0.061 0.848 -0.079 0.48
H -2.498 -1.165 -1.202 0.429 0.002 -0.039 0.23
H -2.460 -0.816 -2.950 0.244 -0.195 -0.245 0.31
H -3.296 0.232 -1.846 -0.397 0.234 0.003 0.31
C -1.933 -4.718 4.355 1.226 -0.167 1.093 -0.58
O -1.179 -3.510 4.390 0.528 -0.519 -1.120 -0.41
C -1.412 -2.719 3.218 -1.234 0.097 2.766 -0.50
C -2.766 -2.033 3.550 0.488 -0.620 -2.035 -0.47
O -3.867 -2.911 3.200 0.912 0.666 0.592 -0.32
C -5.037 -2.595 3.923 -0.791 0.299 -1.198 -0.77
H -1.297 -5.350 4.974 -0.485 -0.500 0.165 0.25
H -1.987 -5.188 3.374 -0.164 0.282 -0.189 0.30
H -2.918 -4.596 4.807 -0.048 -0.082 -0.182 0.19
H -1.360 -3.361 2.339 -0.327 0.341 -0.270 0.35
H -0.650 -1.940 3.218 0.114 -0.115 -0.212 0.31
H -2.680 -1.126 2.950 -1.155 0.444 -0.226 0.39
H -2.812 -1.748 4.601 0.205 -0.199 0.044 0.35
H -4.935 -2.597 5.008 0.225 0.070 0.026 0.34
H -5.845 -3.261 3.622 0.354 -0.639 0.181 0.26
H -5.437 -1.661 3.530 0.153 0.654 0.553 0.30
```
Forces are in eV/Å.

- Energy above the lowest of the compared OMol25 structures with the same formula, charge and spin: 548.2 kJ/mol
- SMILES: COCCOC.COCCOC.COCCOC.COCCOC
- Net charge: 0
- Molar mass: 360.5 g/mol
- Frontier orbital gap: 0.354 Eh

Table of HOMO level (eV), in record order: 1.53, -9.12